[1]
C7H10FeN6O4S4 | ωB97M-V/def2-TZVPD

```
32
Properties=species:S:1:pos:R:3
Fe -0.391 -0.366 -0.435
O -3.081 -2.622 0.611
S -2.050 -1.733 0.249
O -1.254 -2.035 -1.033
O -0.855 -1.611 1.184
O -2.381 -0.280 0.007
N -0.460 0.211 3.119
C -0.327 1.238 2.258
N -0.154 1.138 0.951
C -0.064 2.412 0.382
C -0.100 3.447 1.234
S -0.289 2.859 2.842
C -0.032 2.401 -1.071
C 0.042 3.387 -1.980
S 0.016 2.721 -3.580
C -0.098 1.138 -2.925
N -0.108 1.126 -1.604
N -0.164 0.029 -3.675
H -0.752 -0.670 2.706
H -0.764 0.420 4.055
H -0.038 4.500 1.020
H 0.122 4.448 -1.818
H -0.213 0.084 -4.676
H -0.348 -0.862 -3.239
N 1.600 -3.582 -0.055
C 1.717 -2.368 0.440
N 1.945 -2.178 1.725
S 1.716 -0.996 -0.656
H 1.590 -4.406 0.527
H 1.391 -3.688 -1.034
H 1.850 -2.927 2.394
H 1.932 -1.235 2.080
```

Results
**Energy relative to the best compared isomer or geometry (same formula, charge and spin)**: 0.8056 eV
**Strongest force on any atom**: 3.42 eV Å⁻¹
**Calculated total energy**: -102276.4484 eV
**Expectation value of S²**: 0.78
**Kohn-Sham gap (spin up / spin down)**: 7.23 / 7.43 eV
**HOMO energy (spin up / spin down)**: -0.4176 / -0.4177 Ha
**Multiplicity**: 2
**Charge**: +1

---

[2]
C2H3NO3S | ωB97M-V/def2-TZVPD

```
10
Properties=species:S:1:pos:R:3
C -1.220 0.765 -1.177
C -1.026 -0.295 0.015
N 0.235 -0.169 0.479
O -1.923 -0.909 0.529
O -2.517 2.266 -2.718
O 0.646 -0.984 1.511
S -2.626 1.593 -1.403
H -0.571 0.722 -2.109
H 0.899 -0.045 -0.339
H -0.099 -1.040 2.210
```

Results
**Energy relative to the best compared isomer or geometry (same formula, charge and spin)**: 3.2831 eV
**Strongest force on any atom**: 2.82 eV Å⁻¹
**Calculated total energy**: -20586.9233 eV
**Kohn-Sham gap**: 8.79 eV
**HOMO energy**: -0.3576 Ha
**Multiplicity**: 1

---

[3]
C23H25BBrClN5O5RuS | ωB97M-V/def2-TZVPD

```
63
Properties=species:S:1:pos:R:3
Ru 0.164 -0.204 -0.063
B -0.019 -2.384 2.606
N -0.125 -0.859 2.903
C -0.272 -0.288 4.099
C -0.051 1.076 3.979
C 0.233 1.256 2.632
N 0.194 0.082 1.992
N -0.782 -2.702 1.296
C -1.543 -3.773 1.050
C -1.821 -3.830 -0.306
C -1.174 -2.720 -0.842
N -0.538 -2.068 0.134
H 1.151 -2.670 2.475
H -0.540 -2.985 3.507
H -0.517 -0.890 4.957
H -0.104 1.824 4.749
H 0.443 2.162 2.093
H -1.826 -4.426 1.859
H -2.419 -4.555 -0.827
H -1.148 -2.331 -1.845
Cl -1.347 5.604 -0.487
C -0.710 4.150 -1.187
C -1.009 3.833 -2.506
C -0.531 2.653 -3.046
C 0.224 1.778 -2.276
C 0.538 2.126 -0.966
C 0.078 3.318 -0.416
C 0.549 0.417 -2.842
O 0.869 0.277 -3.999
O 0.400 -0.573 -1.994
H -1.630 4.501 -3.089
H -0.774 2.369 -4.061
H 1.268 1.543 -0.373
H 0.325 3.611 0.594
C 5.654 -2.392 0.645
C 4.669 -1.317 0.215
S 2.988 -1.693 0.717
O 2.221 -0.596 -0.031
C 2.653 -3.182 -0.242
C 2.764 -2.983 -1.743
H 6.669 -2.043 0.464
H 5.516 -3.315 0.083
H 5.564 -2.617 1.709
H 4.651 -1.150 -0.861
H 4.873 -0.362 0.702
H 1.637 -3.440 0.057
H 3.314 -3.956 0.154
H 2.193 -2.110 -2.061
H 2.351 -3.857 -2.247
H 3.798 -2.871 -2.069
Br -4.157 4.757 2.188
C -4.202 3.678 0.635
C -5.073 3.995 -0.397
N -5.137 3.285 -1.519
C -4.324 2.239 -1.639
C -3.425 1.850 -0.654
C -3.362 2.590 0.518
C -2.488 0.705 -0.919
O -1.694 0.451 0.082
O -2.435 0.174 -2.013
H -5.734 4.850 -0.314
H -4.373 1.674 -2.561
H -2.668 2.318 1.301
```

Results
**Energy relative to the best compared isomer or geometry (same formula, charge and spin)**: 0.5951 eV
**Strongest force on any atom**: 0.62 eV Å⁻¹
**Calculated total energy**: -138605.3164 eV
**Expectation value of S²**: 0.75
**Kohn-Sham gap (spin up / spin down)**: 8.90 / 7.71 eV
**HOMO energy (spin up / spin down)**: -0.3317 / -0.3232 Ha
**Multiplicity**: 2